Computed, not measured: C16H54CuF3N24O14 as an isolated structure at a distorted geometry, with ωB97M-V with the def2-TZVPD basis set.

Computed properties:
- energy above the lowest of the compared OMol25 structures with the same formula, charge and spin (kJ/mol) = 172.42
- electronic energy (eV) = -134697.0145

Cartesian coordinates (Å):
Cu  2.61  26.54  -3.35
C  6.07  26.85  -4.96
O  6.90  25.86  -5.60
O  5.51  26.28  -3.86
C  6.82  28.22  -4.77
F  6.06  29.21  -4.30
F  7.93  28.05  -4.03
F  7.26  28.68  -5.99
C  7.05  25.90  -7.03
C  7.49  24.55  -7.62
H  8.01  23.94  -6.89
H  6.60  24.05  -7.98
H  8.07  24.62  -8.54
H  7.98  26.49  -7.02
H  6.30  26.40  -7.65
H  5.30  26.93  -5.75
C  4.76  22.30  -9.64
O  3.93  22.74  -8.83
N  4.69  22.20  -10.98
N  5.98  21.92  -9.14
H  5.48  22.13  -11.59
H  3.85  22.64  -11.32
H  6.79  21.72  -9.70
H  6.09  21.86  -8.14
C  6.99  24.85  -12.09
O  6.95  24.07  -13.04
N  5.85  25.44  -11.66
N  8.06  25.08  -11.30
H  5.82  26.07  -10.88
H  5.04  25.45  -12.25
H  8.17  25.69  -10.51
H  8.91  24.98  -11.84
C  4.74  28.57  -1.49
O  3.68  27.95  -1.58
N  4.83  29.74  -0.76
N  5.90  28.12  -1.96
H  3.98  30.01  -0.31
H  5.75  30.06  -0.53
H  6.70  28.73  -2.03
H  5.71  27.37  -2.64
C  6.07  22.21  -5.54
O  6.31  21.20  -6.22
N  5.03  23.02  -5.72
N  6.99  22.79  -4.70
H  4.92  23.91  -5.25
H  4.43  22.84  -6.51
H  7.79  22.19  -4.57
H  6.93  23.78  -4.53
C  3.48  23.95  -2.14
O  2.60  24.38  -2.94
N  4.70  24.47  -1.98
N  3.34  22.74  -1.57
H  4.83  25.30  -2.55
H  5.46  23.84  -1.83
H  2.60  22.10  -1.83
H  3.93  22.45  -0.81
C  10.88  24.91  -4.53
O  12.03  25.26  -4.22
N  9.99  25.71  -5.16
N  10.44  23.64  -4.36
H  10.24  26.68  -5.22
H  9.03  25.39  -5.25
H  9.55  23.39  -4.77
H  11.15  22.94  -4.25
C  3.31  27.66  -9.53
O  2.40  27.38  -8.75
N  3.12  27.66  -10.86
N  4.53  28.03  -9.09
H  2.18  27.35  -11.06
H  3.82  27.80  -11.56
H  4.74  28.24  -8.13
H  5.20  28.10  -9.84
C  10.46  21.72  -7.71
O  11.17  20.76  -7.46
N  9.09  21.75  -7.63
N  10.93  22.96  -8.00
H  8.62  20.90  -7.39
H  8.74  22.69  -7.60
H  11.91  23.07  -8.17
H  10.37  23.79  -8.05
C  7.79  24.33  -1.60
O  7.82  23.49  -0.71
N  7.76  25.68  -1.38
N  7.55  24.06  -2.92
H  8.08  26.02  -0.49
H  7.45  26.35  -2.05
H  7.15  24.80  -3.47
H  7.30  23.09  -3.08
C  11.62  27.97  -1.65
O  11.17  28.79  -0.84
N  12.94  27.97  -1.99
N  10.88  27.06  -2.31
H  13.26  27.21  -2.57
H  13.46  28.78  -1.74
H  11.23  26.38  -2.98
H  9.90  27.11  -2.10
C  5.06  31.96  -7.45
O  4.48  31.17  -8.20
N  4.60  33.15  -6.99
N  6.22  31.57  -6.87
H  5.20  33.60  -6.32
H  3.77  33.57  -7.35
H  6.61  32.04  -6.07
H  6.63  30.68  -7.05
C  11.19  26.36  -8.84
O  10.52  25.54  -9.47
N  10.71  27.54  -8.35
N  12.46  26.07  -8.41
H  9.74  27.77  -8.49
H  11.34  28.00  -7.72
H  12.74  25.12  -8.34
H  13.12  26.74  -8.07